One molecule with the formula C3H7ClS at a distorted geometry. Source: the Open Molecules 2025 dataset; level of theory: the ωB97M-V functional and the def2-TZVPD basis.

## Properties
- SMILES = C[C@H](Cl)CS
- HOMO-LUMO gap (eV) = 9.98
- ΔE to the lowest compared entry with this formula, charge and spin (eV) = 0.840

Geometry (Å):
Cl1 0.71290 -2.00134 -0.01484
S1 -2.50568 -0.78225 0.05868
C1 1.36607 0.64902 -0.10703
C2 0.28335 -0.23569 0.40357
C3 -1.03423 0.17360 -0.02605
H1 -1.97881 -1.92104 -0.38481
H2 1.21148 1.72081 0.30995
H3 0.35735 -0.22732 1.54361
H4 -0.93898 0.46064 -1.11955
H5 2.37250 0.16604 0.25720
H6 -1.13913 1.24877 0.16120
H7 1.29319 0.74875 -1.08193

Cartesian forces (eV/Å) of the 6 atoms listed first:
-0.40 0.88 -0.03
-0.96 -0.18 1.01
1.97 0.50 5.65
1.43 -1.50 3.40
-0.43 2.21 -4.09
0.19 -0.11 -0.15


One molecule with the formula C3H7ClS at a distorted geometry. Source: the Open Molecules 2025 dataset; level of theory: the ωB97M-V functional and the def2-TZVPD basis.

## Properties
- SMILES = C=S(=C)(C)Cl
- HOMO-LUMO gap (eV) = 7.37
- ΔE to the lowest compared entry with this formula, charge and spin (eV) = 5.371

Geometry (Å):
Cl1 -2.48974 -0.07461 -0.02293
S1 -0.21555 -0.40348 -0.05461
C1 0.09725 1.35524 -0.02192
C2 0.54198 -0.95053 -1.46934
C3 0.46550 -1.02937 1.39915
H1 0.50504 -2.02628 -1.65477
H2 -0.20337 -1.75895 1.97029
H3 0.00479 1.85930 0.91261
H4 0.38744 -0.24298 -2.29511
H5 1.19047 1.66976 -0.16861
H6 0.39104 -0.22760 2.20504
H7 -0.67486 1.82950 -0.79981

Cartesian forces (eV/Å) of the 6 atoms listed first:
0.17 -0.12 -0.03
2.22 -0.14 0.36
0.34 2.16 -2.64
-1.30 0.84 1.01
-1.86 0.11 1.98
0.06 0.36 0.17


A 2-piece molecular cluster, C3H7ClS overall at a distorted geometry. Source: the Open Molecules 2025 dataset; level of theory: the ωB97M-V functional and the def2-TZVPD basis.

## Properties
- SMILES = C=C(C)S.Cl
- HOMO-LUMO gap (eV) = 9.43
- ΔE to the lowest compared entry with this formula, charge and spin (eV) = 1.167

Geometry (Å):
Cl1 -0.88653 -2.69111 0.76050
S1 0.26073 -0.44487 -2.17897
C1 0.87937 -0.02929 0.57254
C2 -1.25718 0.93473 -0.33040
C3 0.07236 0.17191 -0.48194
H1 -2.03982 0.14008 -0.09558
H2 0.74708 0.44263 1.57254
H3 -1.54245 -1.99275 -0.08657
H4 -1.81865 1.32653 -1.25311
H5 -1.12822 1.83522 0.27075
H6 1.84834 -0.53809 0.45707
H7 1.60873 -0.89512 -2.14187

Cartesian forces (eV/Å) of the 6 atoms listed first:
-0.20 -0.39 0.13
1.60 -0.20 0.99
0.67 0.64 -0.55
-1.40 -0.99 -1.78
-0.19 0.69 -0.10
0.80 1.30 0.96


One molecule with the formula C3H7ClSi at a distorted geometry. Source: the Open Molecules 2025 dataset; level of theory: the ωB97M-V functional and the def2-TZVPD basis.

## Properties
- SMILES = C=C(C)[SiH2]Cl
- HOMO-LUMO gap (eV) = 10.79
- ΔE to the lowest compared entry with this formula, charge and spin (eV) = 0.805

Geometry (Å):
Cl1 2.69897 0.66442 -0.03519
Si1 1.41192 -0.84189 0.42190
C1 -1.37530 -1.02401 -0.34703
C2 -0.31284 -0.25478 -0.10708
C3 -0.47600 1.49652 -0.10410
H1 1.92453 -1.82570 -0.59660
H2 0.44835 1.94639 -0.38104
H3 -1.18161 1.73673 -0.86807
H4 -0.59452 1.75355 0.89473
H5 -2.48439 -0.65552 -0.51713
H6 1.13854 -0.87686 1.89771
H7 -1.19764 -2.11884 -0.25811

Cartesian forces (eV/Å) of the 6 atoms listed first:
0.70 0.56 0.22
-1.61 0.51 -0.92
-1.12 -0.05 0.26
-0.33 3.42 -0.33
1.16 -4.45 -1.30
-0.29 -0.39 1.10